A structure of composition C33H30InN5OSi. Source: the OMol25 dataset; level of theory: the ωB97M-V functional and the def2-TZVPD basis.

The geometry in XYZ format:
```
71
Properties=species:S:1:pos:R:3:forces:R:3
In 0.568 -0.612 -0.789 0.07 -0.14 -0.08
C 4.376 0.510 1.296 0.00 -0.01 -0.01
C 5.355 -0.072 0.505 0.00 0.01 0.02
C 4.996 -0.665 -0.694 0.01 -0.02 -0.02
C 3.664 -0.667 -1.078 0.03 0.02 -0.01
N 2.720 -0.122 -0.296 -0.04 0.07 0.14
C 3.068 0.452 0.860 0.04 0.00 0.00
C 3.199 -1.251 -2.365 -0.02 -0.03 -0.02
C 4.068 -1.597 -3.387 0.02 -0.01 0.03
C 3.551 -2.115 -4.563 0.02 -0.01 -0.03
C 2.183 -2.275 -4.694 -0.04 -0.02 0.01
C 1.376 -1.905 -3.634 0.02 -0.01 0.02
N 1.874 -1.405 -2.500 -0.04 0.07 -0.12
H 4.616 0.990 2.233 0.00 0.00 0.00
H 6.390 -0.065 0.817 0.00 0.00 0.00
H 5.747 -1.131 -1.313 0.00 0.01 0.02
H 2.263 0.875 1.448 -0.01 0.00 -0.01
H 5.133 -1.451 -3.282 -0.01 -0.01 -0.01
H 4.216 -2.386 -5.373 0.00 0.00 0.00
H 1.742 -2.673 -5.596 0.00 0.00 0.00
H 0.299 -2.013 -3.684 0.00 0.02 0.00
C -2.905 -0.659 4.102 0.01 0.00 -0.01
C -3.178 -0.261 2.798 0.01 0.02 -0.03
C -2.436 -0.783 1.748 -0.01 0.02 -0.03
C -1.419 -1.716 1.980 0.00 -0.01 -0.02
C -1.164 -2.110 3.295 0.03 0.00 0.03
C -1.900 -1.583 4.349 0.01 0.03 0.02
Si -0.505 -2.501 0.560 -0.04 -0.08 0.05
C -1.576 -3.504 -0.574 -0.02 0.01 0.04
C -1.065 -4.053 -1.757 0.04 -0.01 0.01
C -1.868 -4.807 -2.596 0.00 0.00 0.00
C -3.201 -5.024 -2.267 0.00 0.00 0.01
C -3.721 -4.493 -1.097 0.00 -0.01 -0.01
C -2.914 -3.739 -0.255 -0.01 0.01 0.00
C 1.072 -3.344 1.093 -0.01 0.02 0.02
C 1.414 -4.632 0.678 -0.02 -0.03 -0.03
C 2.617 -5.207 1.067 0.01 0.01 -0.01
C 3.497 -4.504 1.876 -0.01 0.00 0.00
C 3.168 -3.224 2.311 0.01 0.00 -0.01
C 1.969 -2.654 1.918 0.00 -0.02 0.04
H -3.487 -0.260 4.923 0.00 0.00 0.00
H -3.980 0.440 2.602 0.01 0.00 0.00
H -2.673 -0.479 0.732 0.01 0.01 0.01
H -0.393 -2.843 3.503 -0.01 0.00 0.00
H -1.695 -1.903 5.362 0.00 -0.01 0.00
H -0.018 -3.916 -2.012 0.00 0.02 0.00
H -1.456 -5.239 -3.499 0.00 0.00 0.00
H -3.829 -5.616 -2.919 0.00 0.00 0.00
H -4.756 -4.670 -0.835 0.00 0.00 0.00
H -3.334 -3.339 0.660 0.00 0.01 0.00
H 0.732 -5.203 0.059 0.00 0.01 0.00
H 2.862 -6.211 0.746 0.00 0.00 0.00
H 4.429 -4.958 2.185 0.00 0.00 0.00
H 3.839 -2.686 2.969 0.00 0.00 0.00
H 1.708 -1.667 2.292 0.01 0.02 -0.02
C -0.156 3.625 -3.056 0.00 0.00 0.01
N -0.212 3.332 -1.617 0.03 0.01 0.02
C -0.475 4.297 -0.690 -0.01 -0.03 -0.01
C -0.547 4.016 0.627 -0.01 -0.01 0.02
C -0.347 2.661 1.020 0.01 0.01 -0.02
N -0.035 1.733 0.109 0.01 0.05 0.05
C 0.017 2.060 -1.190 -0.08 -0.06 -0.08
O 0.275 1.150 -2.032 0.01 0.12 0.03
N -0.450 2.279 2.290 0.02 -0.06 0.05
H -0.424 4.666 -3.203 0.00 0.00 0.00
H -0.857 2.985 -3.585 0.00 0.00 0.00
H 0.849 3.445 -3.430 0.00 0.00 0.00
H -0.634 5.292 -1.081 0.00 0.00 0.00
H -0.771 4.788 1.347 0.00 0.00 0.00
H -0.721 2.935 3.003 -0.02 -0.01 0.00
H -0.472 1.296 2.519 -0.04 0.01 -0.03
```
Forces are in eV/Å.

HOMO energy	-13.37	eV
net charge	+2
frontier orbital gap	0.277	hartree
lowest unoccupied orbital energy	-5.8	eV

***

A cluster of 2 separate species, C5H5ClNO3 in total in a non-equilibrium geometry. Source: the OMol25 dataset; level of theory: the ωB97M-V functional and the def2-TZVPD basis.

The geometry in XYZ format:
```
15
Properties=species:S:1:pos:R:3:forces:R:3
C 1.073 1.662 1.891 -1.33 -2.40 -0.70
C -1.737 -4.144 -0.997 1.38 -2.85 -2.67
C -0.058 2.160 1.361 0.22 1.39 0.10
C 0.041 0.117 0.579 5.52 2.41 3.59
C -0.221 -1.027 -0.264 0.77 -3.55 0.37
N 1.297 0.360 1.605 -4.67 -1.15 -4.63
O -1.158 -5.064 -1.494 0.18 0.31 -0.17
O -2.176 -3.708 -0.026 -1.45 2.10 3.01
O -0.560 1.282 0.500 -1.50 -2.12 -0.67
Cl -2.296 -2.868 -2.690 -0.06 0.44 -0.14
H 1.754 2.077 2.513 1.66 1.67 1.99
H -0.717 2.971 1.569 0.21 0.67 -0.07
H -0.797 -1.809 0.314 0.07 0.95 -0.37
H 0.725 -1.657 -0.415 -0.93 1.33 0.13
H -0.725 -1.001 -1.234 -0.06 0.81 0.24
```
Forces are in eV/Å.

HOMO energy	-5.22	eV
net charge	-1
frontier orbital gap	0.310	hartree
lowest unoccupied orbital energy	3.2	eV

***

The ion HN2O7S2 with charge -1 in a non-equilibrium geometry. Source: the OMol25 dataset; level of theory: the ωB97M-V functional and the def2-TZVPD basis.

The geometry in XYZ format:
```
12
Properties=species:S:1:pos:R:3:forces:R:3
N 1.125 -1.451 -1.748 1.37 -0.72 0.02
N 0.617 -0.389 -1.362 -0.76 -0.76 -0.84
O -0.537 -0.038 -1.448 -0.85 0.35 -0.46
O -0.181 2.058 0.312 0.13 0.35 -0.17
O 1.484 0.481 -0.804 0.55 0.55 0.64
O -2.176 0.222 2.391 0.26 0.23 -0.31
O -2.034 -1.405 0.613 0.20 0.40 0.01
O 0.285 -0.130 1.244 0.53 -0.45 0.40
O 1.993 1.610 1.293 0.34 -0.20 -0.08
S -1.802 -0.024 1.009 -2.40 -1.31 0.66
S 0.814 1.104 0.674 0.94 1.06 -0.01
H 0.411 -2.039 -2.174 -0.31 0.50 0.13
```
Forces are in eV/Å.

HOMO energy	-6.25	eV
net charge	-1
frontier orbital gap	0.363	hartree
lowest unoccupied orbital energy	3.6	eV

***

A structure of composition CH3O3S2 in a non-equilibrium geometry. Source: the OMol25 dataset; level of theory: the ωB97M-V functional and the def2-TZVPD basis.

The geometry in XYZ format:
```
9
Properties=species:S:1:pos:R:3:forces:R:3
C -0.011 0.661 0.218 0.17 -2.23 0.03
O 2.446 1.158 -0.725 0.11 0.21 -0.23
O 1.664 -1.126 -0.044 1.02 0.61 0.10
O -2.180 -1.009 0.275 -0.08 0.05 0.14
S -0.428 -1.212 0.128 -0.82 1.34 0.11
S 1.833 0.356 0.355 -0.65 -0.28 -0.01
H -0.314 1.161 -0.695 0.17 0.16 -0.13
H -0.477 1.086 1.102 0.04 0.09 0.07
H -2.533 -1.075 -0.615 0.04 0.06 -0.08
```
Forces are in eV/Å.

HOMO energy	-3.62	eV
net charge	-1
frontier orbital gap	0.268	hartree
lowest unoccupied orbital energy	3.7	eV

***

A structure of composition C17H20Cl3NO3PtS2 in a non-equilibrium geometry. Source: the OMol25 dataset; level of theory: the ωB97M-V functional and the def2-TZVPD basis.

The geometry in XYZ format:
```
47
Properties=species:S:1:pos:R:3:forces:R:3
C -0.932 1.398 -2.949 -0.55 -0.96 -0.11
C -1.729 0.236 -2.971 0.88 -0.29 -0.27
C -0.985 -0.851 -2.482 -0.84 0.82 -0.88
C -3.111 0.142 -3.516 0.02 0.05 0.38
C 0.316 -0.397 -2.090 0.04 2.86 -1.21
C 0.378 1.049 -2.427 -1.18 -2.55 0.25
C 1.628 1.660 -2.800 0.20 -1.03 -0.34
C -1.409 2.736 -3.361 -0.13 0.79 -0.41
C -1.447 -2.244 -2.430 -0.53 -0.95 0.10
C 1.522 -1.220 -2.151 0.42 -1.00 0.13
Pt -0.030 0.721 -0.201 0.68 0.67 -0.03
Cl -2.416 0.974 0.058 -1.14 -0.38 -0.04
Cl -0.187 3.043 -0.491 -2.12 0.91 1.87
Cl -0.099 -1.462 0.560 0.10 -1.76 1.09
H -3.640 1.083 -3.320 -0.11 -0.27 -0.14
H -3.628 -0.682 -3.006 -0.14 0.25 -0.26
H -3.074 -0.051 -4.600 -0.24 0.04 0.20
H -2.386 -2.344 -1.856 0.36 0.12 0.02
H -0.701 -2.894 -1.961 -0.25 0.11 -0.08
H -1.691 -2.645 -3.433 0.21 0.19 0.18
H 1.309 -2.170 -1.675 0.29 -0.21 0.28
H 2.384 -0.764 -1.681 0.07 0.00 0.28
H 1.798 -1.441 -3.182 0.00 0.06 -0.34
H 2.488 1.216 -2.319 0.19 0.07 0.17
H 1.603 2.832 -2.383 0.34 0.88 0.68
H 1.763 1.639 -3.879 0.11 0.52 -0.28
H -2.370 3.029 -2.872 0.80 -0.29 -0.03
H -1.631 2.757 -4.451 0.21 -0.02 0.33
H -0.636 3.490 -3.127 -0.54 -0.20 -0.14
O 1.740 3.770 -1.664 3.28 1.37 -0.34
H 2.034 3.439 -0.763 -0.76 0.20 -1.68
O 4.065 -0.616 4.784 -0.15 -0.28 -0.17
S 3.068 -1.162 3.885 -2.09 2.07 -1.05
O 3.406 -2.354 3.152 0.08 -0.28 0.49
N 2.475 -0.008 2.829 1.46 -0.61 0.08
C 1.189 0.252 2.935 1.09 0.13 0.18
S 0.528 1.526 2.071 -0.62 0.48 0.28
C 0.512 -0.493 4.010 0.02 -0.18 0.81
C -0.834 -0.451 4.431 0.87 -0.37 -0.23
C -1.214 -1.224 5.531 0.95 -0.15 0.01
C -0.229 -2.010 6.206 -0.31 0.43 0.09
C 1.119 -2.011 5.806 -0.47 0.02 -0.27
C 1.469 -1.225 4.709 -0.53 -1.51 0.72
H -1.510 0.156 3.836 -0.09 -0.08 0.17
H -2.262 -1.201 5.856 0.52 -0.17 -0.02
H -0.517 -2.582 7.098 0.05 0.14 -0.45
H 1.876 -2.649 6.283 -0.46 0.37 -0.04
```
Forces are in eV/Å.

multiplicity	5
HOMO energy (spin up / spin down)	0.25 / -1.60	eV
⟨S²⟩	6.056
net charge	-2
frontier orbital gap (spin up / spin down)	0.159 / 0.202	hartree
lowest unoccupied orbital energy (spin up / spin down)	4.6 / 3.9	eV

***

A cluster of 2 separate species, C4H7N3O3 in total in a non-equilibrium geometry. Source: the OMol25 dataset; level of theory: the ωB97M-V functional and the def2-TZVPD basis.

The geometry in XYZ format:
```
17
Properties=species:S:1:pos:R:3:forces:R:3
C 2.264 1.400 -0.624 -1.15 -1.24 0.67
C 1.710 -0.652 -0.104 0.44 -2.35 -0.48
C -2.821 0.006 0.660 -1.59 2.78 -0.80
C -1.574 0.012 -0.361 -3.39 2.29 -1.52
N 3.200 0.897 0.179 3.33 0.81 1.38
N 2.953 -0.366 0.423 1.51 0.67 2.07
N 1.330 0.472 -0.827 -0.71 0.63 -1.27
O 1.295 -1.808 0.013 -0.87 1.41 -0.45
O -1.469 -1.178 -0.970 0.34 -1.83 -0.47
O -0.630 0.477 0.340 1.89 0.65 2.23
H 2.308 2.489 -0.904 -0.31 -1.64 0.00
H -3.696 -0.447 0.183 0.67 -0.82 0.10
H -2.319 -0.481 1.449 -0.65 -0.69 1.52
H -3.316 1.058 0.913 1.95 -1.91 -0.20
H -1.891 0.760 -1.118 -0.01 -0.18 -0.29
H 3.521 -0.917 1.193 -1.73 1.61 -2.35
H -0.865 -1.722 -0.447 0.29 -0.19 -0.14
```
Forces are in eV/Å.

HOMO energy (spin up / spin down)	-9.60 / -9.39	eV
frontier orbital gap (spin up / spin down)	0.309 / 0.258	hartree
lowest unoccupied orbital energy (spin up / spin down)	-1.2 / -2.4	eV

***

What did the sixth record say?
A cluster of 2 separate species, C4H7N3O3 in total in a non-equilibrium geometry. Source: the OMol25 dataset; level of theory: the ωB97M-V functional and the def2-TZVPD basis.

The geometry in XYZ format:
```
17
Properties=species:S:1:pos:R:3:forces:R:3
C 2.264 1.400 -0.624 -1.15 -1.24 0.67
C 1.710 -0.652 -0.104 0.44 -2.35 -0.48
C -2.821 0.006 0.660 -1.59 2.78 -0.80
C -1.574 0.012 -0.361 -3.39 2.29 -1.52
N 3.200 0.897 0.179 3.33 0.81 1.38
N 2.953 -0.366 0.423 1.51 0.67 2.07
N 1.330 0.472 -0.827 -0.71 0.63 -1.27
O 1.295 -1.808 0.013 -0.87 1.41 -0.45
O -1.469 -1.178 -0.970 0.34 -1.83 -0.47
O -0.630 0.477 0.340 1.89 0.65 2.23
H 2.308 2.489 -0.904 -0.31 -1.64 0.00
H -3.696 -0.447 0.183 0.67 -0.82 0.10
H -2.319 -0.481 1.449 -0.65 -0.69 1.52
H -3.316 1.058 0.913 1.95 -1.91 -0.20
H -1.891 0.760 -1.118 -0.01 -0.18 -0.29
H 3.521 -0.917 1.193 -1.73 1.61 -2.35
H -0.865 -1.722 -0.447 0.29 -0.19 -0.14
```
Forces are in eV/Å.

HOMO energy (spin up / spin down)	-9.60 / -9.39	eV
frontier orbital gap (spin up / spin down)	0.309 / 0.258	hartree
lowest unoccupied orbital energy (spin up / spin down)	-1.2 / -2.4	eV

***

Which formula does entry 6 have?
C4H7N3O3

***

Copy entry 3 word for word.
The ion HN2O7S2 with charge -1 in a non-equilibrium geometry. Source: the OMol25 dataset; level of theory: the ωB97M-V functional and the def2-TZVPD basis.

The geometry in XYZ format:
```
12
Properties=species:S:1:pos:R:3:forces:R:3
N 1.125 -1.451 -1.748 1.37 -0.72 0.02
N 0.617 -0.389 -1.362 -0.76 -0.76 -0.84
O -0.537 -0.038 -1.448 -0.85 0.35 -0.46
O -0.181 2.058 0.312 0.13 0.35 -0.17
O 1.484 0.481 -0.804 0.55 0.55 0.64
O -2.176 0.222 2.391 0.26 0.23 -0.31
O -2.034 -1.405 0.613 0.20 0.40 0.01
O 0.285 -0.130 1.244 0.53 -0.45 0.40
O 1.993 1.610 1.293 0.34 -0.20 -0.08
S -1.802 -0.024 1.009 -2.40 -1.31 0.66
S 0.814 1.104 0.674 0.94 1.06 -0.01
H 0.411 -2.039 -2.174 -0.31 0.50 0.13
```
Forces are in eV/Å.

HOMO energy	-6.25	eV
net charge	-1
frontier orbital gap	0.363	hartree
lowest unoccupied orbital energy	3.6	eV